Computed, not measured: an isolated molecule of C3H8F2N2, with the ωB97M-V functional and the def2-TZVPD basis.

Structure (XYZ):
```
15
Properties=species:S:1:pos:R:3:mulliken_charge:R:1
N -1.203 1.157 -1.723 -0.61
C -0.216 0.958 -0.650 -0.72
C 0.099 -0.503 -0.379 0.87
F -1.131 -1.168 -0.275 -0.32
F 0.739 -1.107 -1.469 -0.34
C 0.879 -0.807 0.887 -0.66
N 0.085 -0.376 2.014 -0.57
H -0.869 0.670 -2.536 0.25
H -1.063 2.123 -1.989 0.25
H -0.668 1.262 0.325 0.36
H 0.766 1.459 -0.771 0.35
H 1.071 -1.891 0.890 0.35
H 1.869 -0.283 0.940 0.31
H 0.505 -0.717 2.821 0.23
H -0.863 -0.775 1.915 0.23
```

## Properties
LUMO = 0.992 eV
relative energy (zero: lowest compared OMol25 entry of this formula, charge and spin) = 4.6 kcal per mole
gap between HOMO and LUMO = 10.70 eV
structure (SMILES) = NCC(F)(F)CN
max |F| = 0.0422 hartree/bohr

=====

Computed, not measured: a cluster of 2 separate species, C3H8FN2 in total, with the ωB97M-V functional and the def2-TZVPD basis.

Structure (XYZ):
```
14
Properties=species:S:1:pos:R:3:mulliken_charge:R:1
C 0.398 0.367 0.252 0.42
C 2.677 0.009 -0.117 -0.85
C -3.144 0.165 -0.326 -0.25
N 1.326 -0.491 0.018 -0.03
N -2.316 -0.503 0.322 -0.46
F 0.723 1.605 -0.094 -0.16
H 3.418 -0.548 -0.720 0.36
H 3.177 0.069 0.817 0.35
H 2.742 0.851 -0.733 0.33
H -4.115 0.160 0.004 0.30
H -2.674 0.752 -1.124 0.22
H 1.077 -1.467 0.250 0.29
H -0.699 0.012 0.317 0.27
H -2.590 -0.982 1.133 0.20
```

## Properties
LUMO = -4.605 eV
relative energy (zero: lowest compared OMol25 entry of this formula, charge and spin) = 67.7 kcal per mole
gap between HOMO and LUMO = 9.99 eV
total charge = +1
max |F| = 0.0621 hartree/bohr